84
Properties=species:S:1:pos:R:3 method="wB97M-V/def2-TZVPD" orbital_gap_ev=8.486
C 3.9634 1.8504 2.6382
C 5.0138 5.1253 -2.7039
H -0.7095 -4.3018 -0.0921
H 4.8442 0.1149 0.5516
H 4.2214 2.7118 3.2617
H -7.3743 -0.4347 0.6824
H -3.6282 -2.7007 1.7756
C -3.1530 0.6720 0.2449
H -0.0889 -1.3131 1.9554
H 4.4653 3.8429 -0.3142
O -2.2476 0.2682 -0.8427
H -2.7357 1.5806 2.3268
H -3.6512 -4.1571 3.0938
P -2.4601 -2.5689 -0.8725
C -3.0656 -3.6306 2.2197
H -9.0573 -0.1746 -0.3061
H -1.4670 -2.7344 -1.9430
C 3.7702 0.6203 3.5222
H -1.1626 1.3948 1.1886
H -5.3547 -1.3782 -0.2995
C 5.6039 2.4401 -4.1530
H -3.9860 -0.6602 -1.8506
N 3.1247 -0.5531 2.9228
C -2.8519 -0.8548 -1.6338
H -8.6552 -2.1301 2.1232
H -2.3033 -0.8003 -2.6894
C 4.7084 3.1940 -1.1646
C -2.6881 -4.7930 1.1280
H -2.4100 2.7818 0.7991
H 4.7891 1.7133 1.9341
H 4.0899 7.0258 -2.2625
H 5.0260 1.5774 -3.8094
C -4.2075 -3.2552 -1.2204
H -9.0200 -3.1594 0.5865
H 5.2654 2.3635 -0.7113
H 4.7430 0.3271 3.9368
O -7.9973 -1.3797 -2.3916
O -6.6905 -2.9298 -1.0656
C -5.4175 -2.5447 -0.3723
C 4.1011 -0.6845 0.5642
H 4.9342 3.1306 -4.6681
H -2.0603 -3.2141 2.7040
H 6.3187 2.0657 -4.8922
C 1.7310 -0.3095 2.5394
H 1.3560 -2.0431 1.2599
C -9.0810 -2.0682 1.0215
H -3.3975 -0.2816 0.8801
H 1.2042 0.1432 3.3876
H -4.1645 1.1295 -0.1272
H 2.8918 3.3713 -2.3807
H 3.0631 2.1107 2.0793
C -2.2952 1.6906 1.2343
H 4.2356 4.8617 -3.4293
N 5.5869 3.9334 -2.0719
H 3.5293 -2.2953 1.8472
H 3.1775 0.9241 4.3949
H 3.5586 1.7285 -2.2951
H 4.4539 -1.4552 -0.1302
C 0.9567 -1.5691 2.1617
H -2.1376 -5.0594 -1.0677
H -5.5143 -2.9808 0.7165
Cl -1.4910 -5.9578 2.0131
H 3.5729 5.7379 -1.1770
H 5.1881 6.4598 -0.9933
C -1.8968 -4.2677 -0.2074
H 2.7161 2.4105 -0.9140
H 1.6603 0.4033 1.7098
H 3.1610 -0.2948 0.1647
C 3.9447 -1.2861 1.9573
H 0.9688 -2.3008 2.9767
C -8.2570 -0.9562 0.1099
C -7.6067 -1.7808 -1.1505
H -2.0202 -1.8824 0.3148
C 6.3591 3.1031 -3.0032
H -10.2265 -1.7878 1.0726
H -4.4320 -3.0309 -2.3713
H -4.3225 -4.4177 -1.1003
C 3.4014 2.6516 -1.7343
C 4.4345 6.1379 -1.7202
H 4.9434 -1.4571 2.3802
H -3.6387 -5.4621 0.8922
H 6.8953 2.3289 -2.4400
H 5.8017 5.6430 -3.2636
H 7.1505 3.7277 -3.4375

***

101
Properties=species:S:1:pos:R:3 method="wB97M-V/def2-TZVPD" total_charge=+1 de_lowest_kcal_mol=7.8 orbital_gap_ev=10.536
H 0.4326 -6.1778 -1.3320
S 2.5646 -0.2028 -4.6680
C 2.2146 4.2522 0.3810
H -2.5004 -3.4678 2.4910
H -5.5354 0.5662 2.0050
C -4.2554 1.5702 -1.8940
O 0.9856 -3.8508 -2.7830
H 2.2706 4.4772 -2.3420
O 2.4926 0.5892 -3.5220
H 5.2636 1.0412 3.4030
H 0.2276 0.4412 -1.0320
H -4.9804 1.6992 3.2020
O -3.2504 -0.1488 -2.9580
H 0.2126 2.4352 0.4400
H 0.2376 -0.8028 0.0550
H 0.6476 2.3192 5.0740
H -1.4204 -6.7048 0.9850
S -0.1924 -3.3788 -1.9810
H 0.9736 -0.8938 5.5980
H -0.6964 -1.7708 -3.3610
H -1.3104 -1.4178 2.2020
O -2.4484 0.2372 3.6950
H 2.2316 -2.4308 -4.7280
C -0.4784 3.0692 3.4690
H -2.3304 0.9872 -1.5140
H 0.1946 1.5212 -4.6190
O -2.4534 1.1832 1.4400
H 1.7706 1.7702 1.1440
H -4.9244 1.6192 -0.9890
H 5.3106 -0.5048 4.1230
C 0.5806 5.0042 3.5390
C 1.1326 0.6702 -0.5360
H 3.9256 1.6652 -1.4860
C -4.7614 0.7192 2.8020
H 1.2226 -3.0658 4.5720
H 0.7116 -5.2588 0.1660
O 0.9516 -0.4068 -5.0750
H 1.0736 1.4102 -5.9690
H 4.1086 2.5072 0.1530
O 0.4786 -0.0978 0.4480
H 0.5196 -2.7078 3.1010
O -3.2724 -1.0698 1.7810
O 0.6506 4.4472 4.8050
C -3.2364 0.5042 -1.7610
H -1.8184 -1.3838 0.3910
C 0.9626 -1.0208 4.4710
N 2.2746 3.1522 -0.5400
H -1.5864 3.0072 3.4640
O -4.9564 1.2372 -3.0270
H 2.8556 5.0412 -0.0370
H -3.3474 -0.2418 -0.8470
C 0.0136 -5.7208 -0.6120
C -2.1054 -1.7208 1.3830
H 1.9176 0.1762 -1.0440
H 1.0516 4.6552 0.5490
C -0.6914 -6.8678 0.0860
S 3.1316 0.5652 4.2530
H -0.1514 2.2732 2.9780
O 1.0906 6.0462 3.1940
H -1.4804 1.4692 -6.6270
H -0.8304 -0.1668 -7.0500
H 4.5146 -0.0608 2.5260
C -2.3904 -3.1948 1.4230
H -1.3034 -7.3278 -0.7700
H 3.0656 -1.8948 -3.2520
H -1.7274 -0.0388 -5.5540
H 2.3926 4.0872 1.4670
C 1.2536 2.1112 0.0910
C 4.7216 0.1902 3.5750
O -0.8614 -4.7168 -1.2330
H 0.7176 -0.2408 4.2260
C 0.5376 -2.4158 4.1720
H 4.1776 3.4472 -1.0440
C -4.2654 0.2612 -3.6390
H 0.0556 -7.5098 0.3070
H -5.0294 0.0812 3.6790
O 3.2896 0.7062 5.6630
C -1.0324 0.5382 -6.2120
H -2.0564 -2.3168 -2.3560
H 1.5716 2.7122 -2.3850
H -1.7074 -4.1048 1.0750
H -0.5074 -2.7838 4.2820
O 3.3236 0.1582 -5.9320
H -0.8454 3.1662 5.6120
C -1.2784 -2.5568 -3.0970
C 3.0086 -1.8508 -4.2160
C 0.4316 0.8842 -5.3980
O 2.5016 1.6012 3.5260
O 0.0526 -2.4688 -0.8570
C 3.6606 2.6132 -0.7790
O -4.5304 -0.1938 -4.7020
S -3.0904 0.3962 2.4850
H 3.8736 -2.3418 -4.7240
C 1.7926 3.5792 -1.8260
H -1.6784 -3.1538 -3.9300
H -3.3564 -3.4878 0.7710
H -3.8294 2.6842 -2.2310
C 0.0586 3.2592 4.8640
O -0.0634 4.2852 2.7260
H 0.5826 3.9482 -1.7320
O 2.3006 -0.8988 3.8860

***

92
Properties=species:S:1:pos:R:3 method="wB97M-V/def2-TZVPD" total_charge=+1 orbital_gap_ev=9.067
O 3.4929 2.1600 -2.5643
H -0.7940 1.2674 -1.9511
H -3.8955 -2.8552 0.6978
H -3.1677 -4.3430 1.2821
C -0.6135 0.5450 -2.7514
H 0.9432 2.4927 -0.6101
C 3.4593 -2.7686 -0.7279
C -5.8641 4.5350 -4.7580
O -4.5450 4.3784 -5.2767
O -2.9407 1.3602 6.6810
H -2.3904 -0.7687 5.5875
H -1.9148 -0.1880 3.9826
H -6.6264 2.7404 -5.6900
C -6.5633 3.1903 -4.6962
H -6.4140 5.2328 -5.3966
H 4.7057 -4.7736 1.8431
C 2.3412 1.4576 -2.9396
H -1.2687 0.5614 7.5302
C -1.8046 1.5108 7.5303
H -1.3596 1.9885 9.5931
O -1.3936 -3.0199 -0.2551
H 4.5863 -1.5493 -3.5065
C 2.7788 -1.4737 -0.5126
C -2.2266 1.8820 8.9392
H 0.1568 -1.1182 3.1046
H 2.4607 1.3459 0.5784
C -2.5303 -3.7667 -0.6988
H -5.7839 4.9704 -3.7622
C 5.3750 -3.6281 3.2654
H 6.4154 -2.1919 -2.6761
O 0.1544 -1.8909 3.6797
H -2.8869 1.1186 9.3524
H 2.7786 -1.3268 -2.5295
H 0.3257 -1.1029 -1.8074
C 4.2435 -2.6212 3.1747
H 1.7293 -1.7172 -0.3044
H 3.2007 -0.9652 0.3600
H 4.5508 -1.6495 3.5674
H -6.0015 2.4979 -4.0669
H -1.9519 -0.8980 -1.7715
O 4.9642 -4.8951 2.7615
H 0.8940 -0.9043 -3.4556
I 6.3795 2.1938 -2.1457
H -2.7286 0.1536 -3.0615
N 2.9294 -0.6568 -1.7670
C 4.3358 -0.0982 -1.8555
H 4.2030 1.7272 -0.6867
C -3.5764 -3.8535 0.3950
H 0.1086 -0.7205 5.3763
H 3.3751 -2.9678 3.7356
H -1.1469 2.2789 7.1092
N 6.4418 -1.1816 -2.6195
C -0.4800 -1.5142 4.9038
H -2.4824 -1.8399 4.1761
H -4.6241 4.0014 -6.1583
H 1.5384 2.2006 -3.0202
C 5.1300 -0.6934 -3.0669
H -2.2015 -4.7658 -1.0003
H -2.7921 4.7606 -0.9904
H -4.4488 -4.4146 0.0580
H -2.7822 2.8228 8.9405
C 0.6219 -0.3441 -2.5530
P 1.3320 1.1707 -0.2653
H -1.6571 -1.1470 -3.5374
C -3.5696 2.9797 -1.9236
S -0.1585 0.2671 0.5673
H -3.0075 2.2851 -1.2935
H -3.4098 2.2003 6.6714
H 5.1942 0.0565 -3.8602
H 6.2455 -3.2859 2.6949
H -3.4220 5.0218 -2.6248
C 4.3877 1.4461 -1.7307
H 4.3121 -4.7114 -1.4468
H -7.5727 3.2924 -4.2947
H 4.8677 -0.4876 -0.9788
C 1.8513 0.3964 -1.9233
C -1.9016 -1.0494 4.6554
H -1.0296 -3.4723 0.5137
H -2.9342 -3.2592 -1.5749
H 3.9242 -2.4964 2.1352
H 7.1402 -0.8183 -3.2565
Cl 2.6003 0.8092 -4.6035
C -1.8458 -0.4073 -2.7438
C 3.9521 -3.8367 -0.9455
H -3.6313 2.5301 -2.9184
Cl -0.6606 1.3883 -4.3438
H -4.5794 3.0819 -1.5219
H -0.4706 -2.3852 5.5578
O -1.5519 4.1719 -2.5050
H -1.6318 3.7960 -3.3899
C -2.8717 4.3252 -1.9861
H 5.6783 -3.7697 4.3012

***

88
Properties=species:S:1:pos:R:3 method="wB97M-V/def2-TZVPD" total_charge=+3 spin_multiplicity=5 de_lowest_kcal_mol=0.0 orbital_gap_ev="7.343 / 3.990"
C -1.5397 3.7426 -5.8759
H -3.6602 2.1669 2.6972
H -3.4929 -1.5582 2.5101
H -1.7090 -2.6638 2.3049
P 1.0478 -2.6782 1.8186
N 1.3285 -3.8625 0.6759
H -1.8556 -1.9747 -1.3015
H -3.1488 4.7314 -6.9321
C -2.4107 0.1104 -0.9905
C -2.1870 -1.2279 -0.5766
H 3.6327 -2.9285 0.6735
H -1.3785 -0.9462 3.8906
H 4.6051 -2.1836 1.9548
H 1.7022 -5.7386 1.6685
H -0.1963 2.4820 2.8636
P 0.4813 -0.3416 -1.8466
H 0.6250 -4.7586 -1.0696
C 0.7571 2.2209 2.3892
H -0.3851 7.3309 -4.8367
C 2.3217 1.8057 0.1595
H -1.5416 -4.3762 2.7984
C -2.2643 4.8626 -6.3110
H 2.7833 2.7256 0.5476
C 0.1986 -4.3086 -0.1606
H 1.8118 -3.7951 4.3670
H 2.8162 -0.3280 -1.0770
C -0.7388 6.3377 -5.1299
H -1.1890 -1.4660 -3.2418
H 0.1950 3.0718 -4.7253
Co -0.6123 0.0109 0.1322
C -1.4236 0.1322 3.6912
H -0.0460 -2.6323 -2.5147
N 2.5510 -2.3196 2.3927
H 1.4440 3.0755 2.4737
H 0.4664 4.1700 0.1570
C 3.6420 -2.1353 1.4277
H 2.6217 -1.1606 -2.6383
H 2.4881 -0.3969 3.3350
H -0.5038 1.5288 -3.0547
C 0.5139 1.1286 -2.9514
C -0.1541 3.3103 -0.1333
H 3.6324 -1.5700 4.0359
H 3.5862 -1.1586 0.9225
H -4.2917 -0.0350 2.9727
C -0.0834 5.1909 -4.6223
H -3.1530 0.7305 -0.4793
C -0.4170 3.9071 -5.0698
P 0.5405 1.7828 0.6175
N 0.1892 -3.1514 3.1618
H -0.1674 3.2249 -1.2284
H -1.8410 2.7342 -6.1581
C -2.8254 2.1284 1.9859
H 2.4570 -5.4979 0.0799
H -0.4092 0.5240 3.7835
H 2.8188 0.9461 0.6343
O 0.2836 -1.5731 1.1696
C 2.1989 -4.9952 1.0201
H 0.8661 0.8276 -3.9475
H -0.4155 -5.0761 0.3394
H -1.7126 -3.1112 4.0361
H -2.7064 -1.6383 0.2942
H 1.8895 -1.7703 4.3241
H -4.2381 -0.5266 1.2599
H 0.9584 6.1943 -3.3569
C -3.6799 -0.5227 2.2013
H 3.1265 -4.6691 1.4966
H 2.4680 1.7637 -0.9262
H -2.0969 2.9018 2.2445
H 2.1206 -1.9686 -1.1207
H -2.0622 0.6171 4.4420
C -1.2699 -3.3376 3.0540
H -0.4508 -3.4749 -0.4558
C -0.1411 -1.6429 -2.9802
H 1.2056 1.3649 2.9140
C 0.7797 -4.0704 4.1370
O 0.8204 5.2579 -3.5886
H -2.1966 0.4059 -2.0222
H -1.1817 3.4633 0.2241
C -1.8425 6.1538 -5.9564
H 1.1612 1.9283 -2.5744
H -2.3900 7.0227 -6.3318
C 2.1740 -1.0026 -1.6478
P -2.1155 0.4294 2.0211
H -3.2176 2.3349 0.9828
H 0.1893 -3.9945 5.0595
H 0.7447 -5.1224 3.8048
C 2.6344 -1.4614 3.5829
H 0.4638 -1.6275 -3.8971

***

The records above give, respectively, molecular weight values of 473.1, 776.9, 732.6, 588.5 g/mol.
The records above give, respectively, E values of -2045.17073, -3985.06173, -3502.74987, -3971.38469 hartree.